The following is a DFT calculation (the ωB97M-V functional and the def2-TZVPD basis) of a structure of composition C34H28F12N5O5OsS.

Its expectation value of S² is 6.043. The value obtained for the molecular weight is 1036.901 g mol⁻¹. The spin multiplicity is 5. The LUMO energy (spin up / spin down) comes out at -3.2 / -4.6 eV. The calculation puts the HOMO energy (spin up / spin down) at -0.381 / -0.399 Ha. Its energy above the lowest of the compared OMol25 structures with the same formula, charge and spin is 0.00 kcal/mol. For the frontier orbital gap (spin up / spin down), the calculation gives 7.2 / 6.2 eV. As for the total charge: +1.

Each line ends with the Mulliken spin population.
Cartesian coordinates (Å):
Os -0.659678 -1.272423 0.106548  2.515
S -0.348473 -1.996417 2.357492  -0.008
F -4.068112 0.045513 -1.010892  -0.003
F -4.132609 -3.717627 -1.674546  0.000
F -3.196280 1.230089 2.896972  0.002
F -1.443819 2.287796 2.230999  -0.003
F -4.624024 2.039892 -0.409923  0.001
F -0.417543 -4.774041 -3.035214  0.002
F -2.984725 -4.963817 -0.341234  0.002
F -2.930972 -5.337533 -2.454140  0.000
F -4.907922 0.384336 0.948040  0.001
F -3.422717 3.055721 1.794309  0.002
F 0.553032 -3.168296 -1.926264  0.013
F 0.596720 -4.534323 0.240941  0.004
O 2.330705 2.165031 3.285842  -0.001
O 2.094085 5.432365 3.361876  0.000
O -0.298007 -6.273918 -0.792044  0.000
O -2.158716 -0.127237 0.992223  0.239
O -1.749005 -2.803064 -0.358837  0.080
N 2.355166 -1.740360 2.232986  0.030
N -1.286341 -0.371884 -1.569630  0.477
N 1.077516 -0.052719 0.069302  0.134
N 1.314897 -1.602659 4.311147  0.014
N 3.090513 3.817452 1.933282  0.000
C -2.760414 -0.716517 -4.914024  -0.047
C -2.700422 1.930445 1.888423  0.009
C 1.313308 0.854873 1.013028  0.007
C 4.745822 -1.536986 2.003460  0.001
C 2.419462 1.682771 0.983912  -0.030
C -2.437129 -2.892856 -3.990486  -0.058
C -0.839630 3.827378 -1.449467  0.018
C -0.717533 5.327524 -1.420841  0.000
C -0.062347 -5.124238 -0.758982  0.012
C -1.653825 3.176767 -0.530065  0.001
C -3.291923 -2.733697 -6.345144  -0.004
C 3.274471 4.755276 3.026162  0.000
C -2.980392 -4.369943 -1.530091  0.011
C -1.835211 -0.968051 -2.675043  0.082
C -1.809859 1.792856 -0.501095  -0.114
C -2.295014 -0.165608 -3.746542  0.134
C 2.394050 -1.172406 6.450912  0.000
C 3.617923 -1.375647 4.240207  0.014
C -0.325270 1.686139 -2.411122  0.062
C -4.093781 0.893168 0.030151  0.017
C -1.993896 -2.382160 -2.785297  0.039
C 2.608769 2.579079 2.170139  0.001
C 2.474601 -1.397632 4.979360  -0.004
C 1.240580 -1.762525 2.960710  0.020
C 3.310651 1.562211 -0.068477  0.014
C -2.654480 1.082472 0.577365  0.114
C -1.777004 -3.363595 -1.624314  0.124
C 1.941238 -0.179902 -0.951328  0.011
C 3.068800 0.607663 -1.048725  -0.007
C 3.516816 -1.553747 2.852685  -0.005
C -0.436043 -4.116509 -1.865071  0.004
C -1.165015 1.056504 -1.499654  -0.032
C -2.804092 -2.098543 -5.076388  0.138
C -0.154679 3.056816 -2.382658  -0.010
H -0.085599 5.690447 -2.229724  0.000
H 3.675244 4.196493 3.870068  0.000
H 3.363068 -1.333578 6.914887  0.000
H -4.268949 -3.195844 -6.186619  0.014
H 4.198996 2.181026 -0.113308  0.000
H -2.613482 -3.521750 -6.673680  0.009
H -2.294054 0.907486 -3.637863  -0.003
H -1.697836 5.794723 -1.521644  0.001
H 1.520064 4.827276 3.846307  0.000
H 3.114083 4.163240 0.988025  0.000
H 0.590185 0.929328 1.816491  -0.027
H -0.292977 5.668679 -0.475128  0.001
H 0.439052 -1.621944 4.821027  0.001
H 0.181899 1.086824 -3.157706  -0.004
H 3.992255 5.506178 2.708241  0.000
H 2.086682 -0.142408 6.643021  0.000
H 3.743752 0.469748 -1.881112  0.001
H -3.103859 -0.067243 -5.709642  0.001
H 5.262903 -0.581873 2.121388  0.000
H 0.498119 3.530826 -3.105785  0.000
H 1.663896 -1.836263 6.913853  0.000
H 5.434614 -2.319450 2.325563  0.000
H -2.534588 -3.962523 -4.102762  0.000
H -3.389950 -2.002506 -7.144967  0.000
H 4.485982 -1.692237 0.960087  -0.001
H -2.178918 3.783158 0.193736  0.001
H 1.714287 -0.940138 -1.686914  -0.018
H 4.572907 -1.200928 4.713230  0.001

Forces on the atoms, in the same order (eV/Å):
0.1 0.1 -0.2
0.1 -0.1 0.2
0.0 -0.1 0.0
0.0 0.1 0.0
0.0 -0.1 0.1
0.1 0.0 0.1
0.0 0.2 0.0
0.0 0.1 0.0
0.0 -0.1 0.1
0.0 -0.1 -0.1
-0.1 0.0 0.1
-0.1 0.1 0.0
0.0 0.0 -0.1
0.0 0.0 0.0
0.0 0.0 -0.1
0.0 -0.1 0.0
0.0 0.1 0.1
-0.1 0.4 0.1
0.0 -0.1 -0.1
0.0 0.0 0.0
0.1 -0.1 -0.1
-0.1 0.0 0.0
0.0 0.0 0.1
0.2 -0.1 0.0
0.0 0.0 0.0
-0.1 -0.1 -0.1
-0.2 0.0 0.1
0.0 0.0 0.0
0.1 0.0 0.0
0.0 -0.1 0.0
0.0 0.0 -0.1
0.0 -0.1 0.0
0.0 -0.1 -0.1
0.0 0.0 0.1
0.0 0.0 0.1
-0.1 0.1 0.0
0.1 0.1 0.0
0.0 0.1 0.1
0.0 0.0 0.0
0.0 0.0 0.0
0.0 0.0 0.0
0.1 0.0 0.0
0.1 0.0 -0.1
0.1 -0.1 0.0
-0.1 0.0 0.0
-0.1 0.0 0.1
-0.2 0.0 0.1
0.0 -0.1 -0.2
0.1 0.0 -0.1
0.1 0.1 0.1
-0.1 0.0 0.0
0.1 0.0 0.1
0.0 0.0 0.0
0.0 0.0 -0.2
0.1 -0.1 0.1
-0.1 -0.3 -0.1
0.0 0.0 -0.1
0.0 0.0 0.0
0.0 0.0 0.0
0.0 0.0 0.0
0.0 0.0 0.0
0.0 0.0 0.0
0.0 0.0 0.0
0.0 0.0 0.0
0.0 0.0 0.0
0.0 0.0 0.0
0.0 0.0 0.0
0.0 0.0 0.0
0.0 0.0 0.0
0.0 0.0 0.0
0.0 0.0 0.0
0.0 0.0 0.0
0.0 0.0 0.0
0.0 0.0 0.0
0.0 0.0 0.0
0.0 0.0 0.0
0.0 0.0 0.0
0.0 0.0 0.0
0.0 0.0 0.0
0.0 0.0 0.0
0.0 0.0 0.0
0.0 0.0 0.0
0.0 0.0 0.0
0.0 0.0 0.0
0.0 0.0 0.0
0.0 0.0 0.0